A molecular structure, C26H59NOP3Tb at a distorted geometry. Source: the Open Molecules 2025 dataset; level of theory: ωB97M-V with the def2-TZVPD basis set.

The geometry in XYZ format:
```
91
Properties=species:S:1:pos:R:3:forces:R:3:mulliken_spin:R:1
Tb 1.08982 -0.66370 0.71896 -1.72 1.18 -0.04 5.9800
P 0.35422 -2.47983 -1.19890 0.29 -1.24 -0.39 -0.0041
P -0.27125 2.68490 0.42401 -1.04 0.83 1.28 0.0072
N 2.20765 -0.06710 -1.05613 -1.87 0.19 0.50 -0.0152
C 1.89416 -2.26004 -2.24100 0.01 0.02 0.25 0.0021
H 2.70322 -2.87728 -1.80733 -0.35 0.25 0.01 0.0000
H 1.69121 -2.68471 -3.22800 0.25 0.16 0.06 0.0000
C 2.32158 -0.77421 -2.33420 0.31 0.10 -0.24 -0.0054
H 3.35484 -0.70052 -2.71593 -0.18 -0.24 0.07 -0.0010
H 1.72146 -0.26232 -3.10623 -0.10 -0.15 0.22 -0.0011
C 2.02320 1.37904 -1.24114 0.74 0.18 -1.00 0.0162
H 1.41440 1.62205 -2.13738 0.03 -0.26 0.34 -0.0013
H 3.03370 1.76882 -1.49332 -0.48 0.31 0.22 -0.0005
C 1.52353 2.26699 -0.05254 0.08 -0.57 -0.19 -0.0159
H 1.88144 3.27962 -0.30631 -0.34 -0.19 0.09 -0.0004
H 2.12845 2.02448 0.84453 -0.58 0.09 -0.10 0.0029
C -0.05118 3.27367 2.15787 0.37 0.10 0.08 -0.0021
C 0.56888 2.18308 3.04322 0.02 -0.23 0.31 0.0043
H 1.62147 1.97158 2.79795 -0.30 0.10 0.08 -0.0077
H -0.01516 1.25275 2.99249 0.09 0.19 0.01 0.0040
H 0.54877 2.50309 4.09513 0.07 -0.02 -0.32 -0.0006
C -0.78895 4.11372 -0.57102 0.41 0.24 -0.63 0.0001
C -2.31021 4.31342 -0.58386 -0.14 0.00 0.28 0.0002
H -2.55384 5.14075 -1.25477 0.05 -0.11 0.03 0.0000
H -2.69796 4.58019 0.40896 0.12 -0.08 -0.27 0.0000
H -2.84287 3.42546 -0.93583 0.07 0.19 -0.02 -0.0001
C -1.07996 -2.53572 -2.34856 -0.22 0.73 -0.14 -0.0050
C -2.35991 -3.09643 -1.70828 -0.07 0.05 0.09 -0.0008
H -3.18806 -2.94369 -2.41578 0.22 -0.08 0.24 -0.0001
H -2.61828 -2.57238 -0.77804 0.08 -0.15 -0.16 0.0000
H -2.29582 -4.17276 -1.49662 0.03 0.34 -0.13 0.0001
C 0.52420 -4.18832 -0.49484 0.19 0.22 -0.12 0.0046
C -0.51270 -4.49719 0.60249 0.02 -0.12 0.30 -0.0009
H -0.00453 -5.04423 1.41189 -0.29 0.04 -0.20 -0.0002
H -1.32777 -5.13470 0.22342 0.34 0.29 0.17 0.0000
H -0.96918 -3.60178 1.05516 0.14 -0.21 -0.19 0.0024
C -1.68464 1.47966 0.63847 -0.18 -0.71 -0.77 -0.0040
C -0.03199 5.40836 -0.19551 -0.12 0.24 -0.04 0.0002
H 1.00886 5.23807 0.10776 -0.21 0.06 -0.06 0.0001
H -0.00001 6.07531 -1.06823 -0.07 -0.18 0.26 0.0001
H -0.54797 5.95523 0.61362 0.25 -0.32 -0.28 0.0000
C -0.79761 -3.17525 -3.70843 0.07 -0.17 -0.23 -0.0021
H -1.73493 -3.20330 -4.28037 0.25 0.02 0.10 -0.0002
H -0.07324 -2.59356 -4.28982 -0.19 -0.14 0.06 -0.0001
H -0.42593 -4.20577 -3.62879 -0.17 0.37 -0.05 0.0002
C 0.58752 -5.31009 -1.53090 0.19 -0.48 0.13 0.0007
H 0.93804 -6.21544 -1.01165 -0.12 0.14 -0.26 0.0000
H -0.39564 -5.54575 -1.96357 0.31 0.16 0.17 -0.0001
H 1.29647 -5.10237 -2.34189 -0.16 -0.05 0.17 -0.0002
C -1.33991 3.80941 2.79812 -0.21 0.10 0.10 -0.0005
H -2.15695 3.07931 2.74719 0.22 0.24 0.09 0.0000
H -1.15121 3.99768 3.86546 -0.01 0.03 -0.36 0.0002
H -1.68488 4.75107 2.35100 0.14 -0.30 0.10 0.0000
H 0.66044 4.10507 2.07532 -0.02 -0.10 0.07 0.0005
H 1.51644 -4.13282 -0.01077 -0.28 0.01 -0.15 -0.0020
H -0.48360 3.83160 -1.59522 -0.08 0.06 0.20 0.0001
H -1.25097 -1.45793 -2.51376 -0.15 -0.21 -0.12 0.0006
O -0.96642 0.28287 0.86581 0.57 0.21 0.10 0.0050
H -2.48427 1.47186 -0.13134 1.36 -0.56 -1.24 -0.0007
H -2.53172 1.80747 1.32184 1.92 -0.18 0.94 0.0000
C 3.51527 -4.41876 2.22925 0.10 -0.37 0.02 0.0004
C 2.55095 -3.91192 3.30246 -0.09 -0.19 -0.11 -0.0038
C 3.15282 -4.04148 4.70512 0.12 -0.33 0.17 -0.0015
P 1.81679 -2.26140 2.94018 0.08 -0.66 0.20 0.0219
C 0.61452 -2.09306 4.37729 0.27 0.12 -0.14 -0.0039
C 1.06127 -1.12986 5.47265 -0.25 0.05 0.46 -0.0011
C -0.79764 -1.77877 3.86630 -0.13 0.00 0.06 0.0054
C 3.20130 -0.99239 2.91045 -0.21 -0.09 0.48 0.0183
C 4.11014 -0.92859 4.13821 0.43 0.51 0.27 0.0010
C 4.06927 -1.11793 1.64337 0.12 0.01 -0.34 -0.0019
H 4.47133 -3.88263 2.23198 -0.24 -0.17 0.06 0.0000
H 3.08418 -4.37137 1.22334 0.12 0.07 0.15 -0.0003
H 3.73370 -5.47744 2.43507 0.02 0.30 -0.09 -0.0001
H 1.65387 -4.55837 3.27142 0.20 0.20 -0.03 -0.0011
H 4.13195 -3.56003 4.79019 -0.28 -0.15 -0.04 -0.0001
H 2.50063 -3.65718 5.49635 0.15 -0.03 -0.16 0.0002
H 3.30129 -5.10954 4.91067 0.00 0.21 0.00 -0.0001
H 0.59280 -3.10939 4.80322 0.01 0.29 -0.16 -0.0004
H 1.28208 -0.12355 5.09418 -0.02 -0.16 0.03 0.0003
H 0.24615 -1.03025 6.20418 0.19 0.03 -0.17 0.0000
H 1.92977 -1.50236 6.02835 -0.19 0.13 -0.20 0.0000
H -1.48496 -1.73288 4.72292 0.14 0.00 -0.23 -0.0002
H -0.87073 -0.81672 3.33581 0.07 -0.21 0.12 -0.0022
H -1.16749 -2.56389 3.19453 0.09 0.18 0.08 -0.0011
H 2.66702 -0.02009 2.87044 0.04 0.00 0.04 0.0000
H 3.56657 -0.78669 5.07534 0.11 -0.14 -0.27 0.0000
H 4.77986 -0.06159 4.03807 -0.09 -0.21 -0.01 -0.0002
H 4.75106 -1.81329 4.22973 -0.24 0.27 -0.16 -0.0005
H 3.53348 -1.18419 0.66824 0.37 -0.11 0.52 0.0101
H 4.70281 -0.22110 1.55560 -0.16 -0.27 0.05 0.0004
H 4.73918 -1.98613 1.71261 -0.29 0.34 -0.06 0.0008
```
Positions in Å, forces in eV/Å.

* 2S+1: 7
* HOMO level (alpha / beta): -13.59 / -13.66 eV
* ⟨S²⟩: 12.706
* charge: +2
* lowest unoccupied orbital energy (alpha / beta): -5.0 / -4.8 eV

---

11 unconnected molecules or ions with the total composition C26H60BF4N5O5 at a distorted geometry. Source: the Open Molecules 2025 dataset; level of theory: ωB97M-V with the def2-TZVPD basis set.

The geometry in XYZ format:
```
101
Properties=species:S:1:pos:R:3:forces:R:3:mulliken_charge:R:1
C 84.33700 56.66900 66.60600 -1.55 -3.12 -0.75 -1.3531
C 84.11400 57.54500 65.40500 -1.16 -0.42 -0.59 0.1398
C 83.70800 58.90700 65.82100 -5.07 1.58 0.31 -0.9486
N 83.33600 59.82000 64.66100 4.35 -0.02 -1.27 0.5959
C 82.09500 59.47300 64.11700 -2.74 -2.58 7.60 -1.5796
C 84.41000 59.92600 63.54800 3.53 -0.17 -0.06 -0.3158
C 84.31800 61.26100 62.87200 -2.59 1.87 0.49 -1.1223
C 83.50700 62.16300 63.85100 0.03 0.15 -0.01 0.2673
C 83.32800 61.22200 65.06100 -3.47 3.73 2.75 -0.8671
H 84.36900 55.58300 66.13400 0.38 1.99 1.48 0.3225
H 83.44800 56.65900 67.28700 0.66 0.11 -0.60 0.3421
H 85.19600 56.88800 67.19700 0.79 0.08 0.23 0.3901
H 83.27500 57.09000 64.83000 0.91 0.16 -0.04 0.2313
H 85.05400 57.65000 64.80100 -0.98 -0.26 0.30 0.2995
H 84.47500 59.28800 66.31900 3.67 2.30 1.66 0.4022
H 82.80100 59.29100 66.65200 2.03 -2.31 -2.32 0.3735
H 81.80000 59.82800 63.29700 -2.00 4.68 -6.21 0.9023
H 81.28100 59.46500 64.96300 1.32 1.08 -1.59 0.4352
H 81.90500 58.51000 63.86300 1.07 -3.79 -0.47 0.3800
H 84.36600 59.32400 62.60800 -0.02 -1.26 1.80 0.2732
H 85.55600 59.98700 64.12100 -3.54 -0.91 -1.53 0.3430
H 83.67400 61.39900 61.99900 0.53 -1.19 -0.49 0.4210
H 85.31400 61.50900 62.62300 0.89 0.95 -0.24 0.4661
H 82.54900 62.54300 63.44100 0.28 -1.02 -0.11 -0.5469
H 83.94300 63.14800 64.02500 0.60 -0.39 0.78 0.4983
H 82.21100 61.30900 65.44800 2.40 0.44 -0.26 0.5115
H 84.01100 61.57700 65.90000 -0.55 -1.45 -1.01 0.1445
B 80.68000 64.56500 61.39700 -1.21 -0.01 -0.99 0.0739
F 80.55300 65.93800 61.45000 -0.61 0.66 0.38 -0.4755
F 79.69900 63.94000 62.19300 0.11 -0.09 0.91 0.2324
F 80.32100 64.13000 60.09400 0.79 -0.26 -0.39 -0.1022
F 81.97200 64.29000 61.75000 0.80 -1.06 0.24 -0.4863
C 78.47700 65.32700 57.80800 1.20 -2.19 -8.31 0.7295
C 78.45300 66.60700 57.00700 -0.60 -8.22 4.91 -0.0048
N 78.41400 67.51900 56.40600 -0.12 6.98 -4.50 -0.4200
H 78.35300 65.56000 58.73500 -0.12 0.89 5.83 -0.5727
H 77.72400 64.50200 57.47800 0.84 2.05 0.44 0.4271
H 79.46300 64.87300 57.43600 -1.02 0.55 1.53 -0.2675
C 82.65800 67.05900 63.11500 4.78 0.63 -0.64 0.5763
C 83.49700 68.18900 63.78300 0.98 0.95 -0.07 0.0135
N 84.20000 69.00900 64.25700 -2.22 -2.52 -1.33 -0.5122
H 81.70700 67.12800 63.41500 -3.71 0.55 1.08 -0.2941
H 82.67600 67.07100 61.97000 0.42 0.05 1.88 0.1603
H 83.04600 66.12700 63.58600 -0.11 0.48 -0.90 -0.0562
C 76.70000 65.74200 61.82900 4.96 -2.90 -1.17 -0.0370
C 76.35000 64.98300 60.56600 1.23 2.60 4.71 0.2807
N 76.08700 64.48100 59.59900 -0.93 -1.79 -3.06 -0.4879
H 77.26200 66.65100 61.57300 -0.30 -0.32 0.06 -0.1736
H 75.90200 65.91600 62.40600 -3.23 0.88 1.83 0.6704
H 77.44700 65.08600 62.56100 -1.75 1.52 -2.27 -0.2599
C 78.20200 61.74100 59.60100 -1.67 -1.99 2.20 -0.0336
C 77.44700 60.40600 59.81300 0.35 -0.37 0.35 0.0422
N 76.82100 59.42300 59.89500 1.31 2.03 -0.11 -0.4790
H 79.25000 61.77100 59.67900 1.51 -1.07 0.43 0.1955
H 78.03100 61.87600 58.58800 -0.86 1.48 -1.80 0.3739
H 77.90600 62.46700 60.37700 -0.55 -0.05 -1.01 -0.1294
C 76.35200 61.20800 64.66900 1.42 -1.30 -6.07 -1.6151
C 77.05900 61.98300 63.48900 1.14 0.37 3.66 -0.0040
O 78.48900 61.82200 63.62800 0.52 1.66 -0.67 -0.4246
H 76.65800 60.16500 64.62100 -0.42 -0.22 -0.30 0.3116
H 75.33800 61.36300 64.60700 -2.43 0.01 -0.02 0.4608
H 76.73000 61.53500 65.49600 2.04 2.31 5.12 0.4516
H 76.79000 63.02500 63.46100 0.00 0.89 0.93 0.1563
H 76.74100 61.75000 62.56300 -0.99 -2.00 -3.25 0.3464
H 78.96200 62.65100 63.27200 -1.14 -1.81 0.57 0.3814
C 83.32300 67.10300 59.02800 1.95 -0.34 -1.01 -1.3061
C 81.92000 67.26300 58.71000 -1.61 -4.70 1.96 0.0953
O 81.14700 67.84000 59.74800 0.44 1.07 -1.81 -0.5935
H 83.76700 68.05100 58.95800 1.01 1.60 1.25 0.4291
H 83.82400 66.68700 58.17000 0.02 -0.83 -0.64 0.4699
H 83.64400 66.44200 59.84600 -0.54 0.61 0.12 0.1819
H 81.60900 66.18600 58.32200 -0.33 1.21 1.64 -0.3738
H 81.63000 67.68500 57.86800 -0.25 3.14 -3.96 0.9499
H 81.10000 67.12600 60.32700 -0.74 -1.52 2.17 0.1316
C 80.90300 64.75400 65.08100 -1.70 -1.17 -2.78 -0.4750
C 79.60400 65.63500 65.34900 3.27 1.26 -0.47 0.1518
O 79.56000 65.81100 66.73200 -2.44 -0.20 0.30 -0.5966
H 81.81900 65.08500 65.53300 0.07 0.33 0.89 0.6591
H 81.19400 64.64500 64.01500 -0.41 0.97 0.20 -0.3304
H 80.72400 63.66900 65.18000 -0.11 0.36 1.20 0.1598
H 78.63900 65.31000 65.11000 -1.05 -1.43 -0.84 0.1484
H 79.68300 66.62800 64.78800 0.20 -0.97 0.68 -0.0807
H 80.39900 66.07200 67.00200 2.17 0.81 0.94 0.3450
C 81.77700 63.44300 55.89600 -3.62 -0.49 -1.91 -1.0752
C 81.68000 62.74100 57.22600 2.21 -3.77 -1.50 0.3774
O 82.44600 63.27700 58.19200 -0.38 2.08 5.95 -0.5298
H 81.07600 62.82900 55.14100 0.76 1.37 1.72 0.2847
H 82.65800 63.26000 55.31100 1.09 0.78 0.45 0.4037
H 81.33300 64.53100 55.93300 1.36 -2.00 -0.18 0.1618
H 82.02900 61.58000 57.21200 -0.84 2.04 -0.99 0.2228
H 80.75600 62.67900 57.64700 -3.42 -0.07 0.08 -0.1836
H 81.81100 63.31900 59.10000 2.75 0.27 -3.55 0.2693
C 80.11900 69.75000 63.01100 0.17 -3.75 -3.61 -1.4694
C 78.91500 68.80500 62.50200 3.01 1.35 -5.88 0.6406
O 77.71200 68.92500 63.08300 -4.18 0.08 1.08 -0.6058
H 80.12600 69.56000 63.99400 0.85 -1.11 3.98 0.4862
H 79.86000 70.72600 63.01500 -0.75 3.34 -0.88 0.5253
H 81.16800 69.53600 62.50500 -2.49 0.38 0.93 0.1518
H 79.30300 67.79700 62.35200 -0.05 -0.44 0.88 -0.3753
H 78.67600 69.04300 61.36600 1.26 -0.04 1.65 0.3132
H 76.95900 68.88100 62.39500 2.16 0.21 1.82 0.3828
```
Positions in Å, forces in eV/Å.

* 2S+1: 1
* HOMO level: -9.20 eV
* energy relative to the best compared isomer or geometry (same formula, charge and spin): 0.000 eV
* charge: 0
* lowest unoccupied orbital energy: -0.9 eV

---

We obtain DFT total energy values of -81744.5241 -57161.3999 eV for the records listed above, in that order.
We obtain molecular weight values of 653.61 609.60 g/mol for the records listed above, in that order.